# 1
This record from the Open Molecules 2025 dataset describes an isolated molecule of C21H33N3O5S in a non-equilibrium geometry. The level of theory is ωB97M-V with the def2-TZVPD basis set.

Summary:
HOMO in eV: -7.7
LUMO energy in eV: 0.71
Relative energy (zero: lowest compared OMol25 entry of this formula, charge and spin) in eV: 1.126

Bonds (Å) are listed after each position.
Geometry (Å):
1 C -0.412 0.828 -3.828  O2 1.409, H31 1.095, H32 1.089, H33 1.094
2 O 0.234 -0.421 -3.733  C1 1.409, C3 1.360
3 C 1.337 -0.510 -2.942  O2 1.360, C4 1.384, C28 1.414
4 C 1.914 0.544 -2.255  C3 1.384, C5 1.389, H34 1.077
5 C 3.015 0.333 -1.434  C4 1.389, C6 1.381, H35 1.080
6 C 3.581 -0.921 -1.318  C5 1.381, C7 1.506, C27 1.393
7 C 4.720 -1.184 -0.369  C6 1.506, C8 1.538, H36 1.092, H37 1.092
8 C 4.292 -2.186 0.716  C7 1.538, N9 1.446, H38 1.091, H39 1.095
9 N 2.983 -1.859 1.237  C8 1.446, C10 1.348, H40 1.007
10 C 1.897 -2.606 0.955  N9 1.348, O11 1.216, C12 1.528
11 O 1.966 -3.705 0.437  C10 1.216
12 C 0.541 -2.008 1.326  C10 1.528, C13 1.527, C26 1.535, H41 1.097
13 C 0.554 -0.861 2.333  C12 1.527, C14 1.531, H42 1.092, H43 1.092
14 C -0.873 -0.351 2.551  C13 1.531, N15 1.450, H44 1.095, H45 1.090
15 N -1.500 0.067 1.312  C14 1.450, S16 1.687, C25 1.451
16 S -0.999 1.575 0.746  N15 1.687, O17 1.431, O18 1.430, N19 1.654
17 O 0.131 2.043 1.489  S16 1.431
18 O -0.910 1.540 -0.681  S16 1.430
19 N -2.273 2.562 1.116  S16 1.654, C20 1.446, C24 1.447
20 C -2.466 2.851 2.520  N19 1.446, C21 1.527, H46 1.090, H47 1.101
21 C -3.395 4.053 2.667  C20 1.527, C22 1.526, H48 1.091, H49 1.090
22 C -4.725 3.763 1.979  C21 1.526, C23 1.526, H50 1.091, H51 1.093
23 C -4.473 3.400 0.517  C22 1.526, C24 1.526, H52 1.091, H53 1.090
24 C -3.503 2.225 0.433  N19 1.447, C23 1.526, H54 1.090, H55 1.101
25 C -1.518 -0.986 0.313  N15 1.451, C26 1.525, H56 1.095, H57 1.089
26 C -0.119 -1.523 0.028  C12 1.535, C25 1.525, H58 1.092, H59 1.090
27 C 3.022 -1.981 -2.030  C6 1.393, C28 1.381, H60 1.077
28 C 1.899 -1.801 -2.815  C3 1.414, C27 1.381, O29 1.362
29 O 1.251 -2.802 -3.474  C28 1.362, C30 1.409
30 C 1.630 -4.128 -3.183  O29 1.409, H61 1.089, H62 1.095, H63 1.096
31 H 0.227 1.568 -4.321  C1 1.095
32 H -1.295 0.652 -4.441  C1 1.089
33 H -0.711 1.200 -2.844  C1 1.094
34 H 1.487 1.531 -2.310  C4 1.077
35 H 3.422 1.168 -0.883  C5 1.080
36 H 5.024 -0.245 0.099  C7 1.092
37 H 5.582 -1.592 -0.901  C7 1.092
38 H 4.214 -3.194 0.306  C8 1.091
39 H 5.020 -2.192 1.534  C8 1.095
40 H 2.857 -0.911 1.552  N9 1.007
41 H -0.059 -2.834 1.728  C12 1.097
42 H 1.126 -0.012 1.952  C13 1.092
43 H 0.976 -1.183 3.288  C13 1.092
44 H -1.501 -1.133 2.990  C14 1.095
45 H -0.859 0.512 3.216  C14 1.090
46 H -1.480 3.059 2.936  C20 1.090
47 H -2.902 1.981 3.036  C20 1.101
48 H -3.547 4.266 3.726  C21 1.091
49 H -2.925 4.920 2.202  C21 1.090
50 H -5.380 4.633 2.042  C22 1.091
51 H -5.221 2.929 2.481  C22 1.093
52 H -5.407 3.135 0.020  C23 1.091
53 H -4.035 4.255 0.002  C23 1.090
54 H -3.237 2.006 -0.601  C24 1.090
55 H -3.955 1.327 0.883  C24 1.101
56 H -2.171 -1.782 0.686  C25 1.095
57 H -1.949 -0.563 -0.593  C25 1.089
58 H 0.477 -0.717 -0.404  C26 1.092
59 H -0.173 -2.338 -0.694  C26 1.090
60 H 3.462 -2.959 -1.936  C27 1.077
61 H 0.888 -4.759 -3.671  C30 1.089
62 H 1.623 -4.319 -2.105  C30 1.095
63 H 2.620 -4.361 -3.588  C30 1.096

Löwdin atomic charge list, values in e, 5 entries: number 1, C, carries -0.07; number 2, O, carries -0.06; number 3, C, carries -0.22; number 4, C, carries -0.02; number 5, C, carries -0.05

# 2
This record from the Open Molecules 2025 dataset describes a cluster of 2 separate species, C21H33N3O6 in total in a non-equilibrium geometry. The level of theory is ωB97M-V with the def2-TZVPD basis set.

Summary:
HOMO in eV: -4.7
LUMO energy in eV: -0.93

Bonds (Å) are listed after each position.
Geometry (Å):
1 C -0.840 -1.236 2.871  C2 1.544, H30 1.096, H31 1.109, H32 1.101
2 C 0.435 -2.104 2.812  C1 1.544, C3 1.569, H33 1.101, H34 1.103
3 C 1.560 -1.528 1.882  C2 1.569, C4 1.504, H35 1.097, H36 1.102
4 C 1.078 -0.367 1.056  C3 1.504, C5 1.363, N24 1.401
5 C 0.671 -0.381 -0.246  C4 1.363, C6 1.520, N13 1.389
6 C 0.638 -1.558 -1.207  C5 1.520, O7 1.417, H37 1.102, H38 1.104
7 O -0.627 -2.192 -1.137  C6 1.417, C8 1.428
8 C -0.899 -3.074 -2.226  O7 1.428, C9 1.549, H39 1.105, H40 1.108
9 C 0.338 -3.752 -2.866  C8 1.549, O10 1.425, H41 1.099, H42 1.109
10 O -0.036 -4.796 -3.762  C9 1.425, C11 1.423
11 C -0.592 -4.291 -4.971  O10 1.423, C12 1.566, H43 1.105, H44 1.105
12 C -1.964 -4.999 -5.235  C11 1.566, H45 1.099, H46 1.098, H47 1.102
13 N 0.265 0.900 -0.596  C5 1.389, O14 1.361, C23 1.322
14 O -0.229 1.189 -1.830  N13 1.361, C15 1.432
15 C -0.548 2.576 -1.990  O14 1.432, O16 1.200, C17 1.503
16 O 0.164 3.226 -2.704  C15 1.200
17 C -1.715 3.209 -1.285  C15 1.503, C18 1.388, C22 1.402
18 C -2.984 2.653 -1.195  C17 1.388, C19 1.391, H48 1.095
19 C -4.021 3.290 -0.522  C18 1.391, C20 1.395, H49 1.089
20 C -3.736 4.523 0.064  C19 1.395, C21 1.395, H50 1.092
21 C -2.471 5.111 0.012  C20 1.395, C22 1.387, H51 1.091
22 C -1.462 4.439 -0.661  C17 1.402, C21 1.387, H52 1.096
23 C 0.447 1.665 0.467  N13 1.322, N24 1.317, H53 1.086
24 N 0.947 0.966 1.464  C4 1.401, C23 1.317, C25 1.465
25 C 1.290 1.534 2.770  N24 1.465, C26 1.556, H54 1.100, H55 1.100
26 C 2.831 1.507 2.981  C25 1.556, O27 1.420, C28 1.547, H56 1.104
27 O 3.117 1.697 4.360  C26 1.420, H57 0.965
28 C 3.587 2.596 2.185  C26 1.547, N29 1.495, H58 1.112, H59 1.101
29 N 3.279 2.595 0.722  C28 1.495, H60 1.021, H61 1.020
30 H -0.707 -0.266 3.364  C1 1.096
31 H -1.291 -1.047 1.875  C1 1.109
32 H -1.564 -1.783 3.495  C1 1.101
33 H 0.826 -2.183 3.838  C2 1.101
34 H 0.119 -3.122 2.527  C2 1.103
35 H 2.402 -1.234 2.521  C3 1.097
36 H 1.912 -2.309 1.189  C3 1.102
37 H 0.896 -1.153 -2.198  C6 1.102
38 H 1.397 -2.260 -0.818  C6 1.104
39 H -1.512 -3.893 -1.808  C8 1.105
40 H -1.539 -2.612 -3.004  C8 1.108
41 H 0.981 -4.173 -2.081  C9 1.099
42 H 0.929 -3.038 -3.475  C9 1.109
43 H 0.084 -4.413 -5.836  C11 1.105
44 H -0.819 -3.211 -4.920  C11 1.105
45 H -2.800 -4.298 -5.103  C12 1.099
46 H -1.991 -5.480 -6.221  C12 1.098
47 H -2.070 -5.763 -4.450  C12 1.102
48 H -3.178 1.680 -1.659  C18 1.095
49 H -5.023 2.873 -0.433  C19 1.089
50 H -4.548 5.040 0.580  C20 1.092
51 H -2.261 6.074 0.478  C21 1.091
52 H -0.458 4.868 -0.750  C22 1.096
53 H 0.224 2.725 0.537  C23 1.086
54 H 1.009 2.597 2.816  C25 1.100
55 H 0.855 0.949 3.594  C25 1.100
56 H 3.260 0.529 2.700  C26 1.104
57 H 4.065 1.597 4.504  O27 0.965
58 H 4.671 2.370 2.280  C28 1.112
59 H 3.439 3.598 2.618  C28 1.101
60 H 3.868 1.858 0.333  N29 1.021
61 H 3.714 3.448 0.370  N29 1.020
62 O -1.639 -0.896 5.537  H63 0.962
63 H -1.775 -0.471 6.389  O62 0.962

Löwdin atomic charge list, values in e, 5 entries: number 1, C, carries -0.14; number 2, C, carries -0.19; number 3, C, carries -0.09; number 4, C, carries -0.13; number 5, C, carries -0.07